Record 1
Here is a structure of composition C41H65As2NO13Si3Ti from the OMol25 dataset. Energies are from ωB97M-V/def2-TZVPD.

```
! RIJCOSX wB97M-V def2-TZVPD def2/J DEFGRID3
* xyz 2 1
Ti 2.14 -0.57 -0.63
C 4.81 0.35 0.70
C 4.14 1.12 1.81
O 2.84 0.57 1.90
C 1.84 1.45 2.38
C 1.45 2.47 1.33
O 1.40 1.80 0.06
C 1.10 2.68 -1.01
C 1.03 1.79 -2.22
O 2.16 0.89 -2.23
C 3.43 1.49 -2.53
C 4.20 1.68 -1.24
O 4.01 0.46 -0.50
H 4.81 -0.71 0.95
H 5.82 0.69 0.49
H 4.11 2.19 1.59
H 4.70 0.98 2.74
H 2.18 1.97 3.29
H 0.99 0.83 2.63
H 2.18 3.29 1.25
H 0.47 2.90 1.57
H 1.88 3.44 -1.10
H 0.15 3.19 -0.86
H 1.01 2.35 -3.16
H 0.15 1.15 -2.17
H 3.29 2.44 -3.05
H 3.95 0.80 -3.19
H 3.84 2.52 -0.66
H 5.26 1.81 -1.45
C -0.54 -1.31 -2.26
O 0.85 -1.45 -1.87
Si 2.01 -2.63 -2.44
C 2.56 -1.99 -4.10
C 1.18 -4.27 -2.67
C 3.10 -2.29 -0.94
Si 2.63 -3.59 0.49
C 3.41 -5.26 0.15
C 0.80 -4.02 0.63
C 3.28 -2.91 2.11
Si 4.94 -2.63 -1.45
C 6.11 -3.02 -0.03
C 4.92 -4.08 -2.64
C 5.81 -1.24 -2.37
H -0.96 -2.30 -2.40
H -0.60 -0.75 -3.20
H -1.07 -0.80 -1.46
H 2.70 -2.81 -4.80
H 3.49 -1.42 -4.07
H 1.79 -1.33 -4.51
H 0.54 -4.20 -3.55
H 0.58 -4.60 -1.83
H 1.94 -5.03 -2.88
H 2.95 -5.74 -0.71
H 3.14 -5.87 1.02
H 4.49 -5.31 0.05
H 0.67 -5.07 0.36
H 0.12 -3.42 0.03
H 0.49 -3.91 1.67
H 3.06 -3.64 2.89
H 2.81 -1.97 2.38
H 4.37 -2.77 2.10
H 5.80 -3.83 0.62
H 6.35 -2.15 0.59
H 7.04 -3.32 -0.51
H 4.42 -4.97 -2.25
H 5.96 -4.36 -2.84
H 4.48 -3.84 -3.60
H 6.12 -0.43 -1.72
H 5.27 -0.83 -3.23
H 6.72 -1.69 -2.77
N -5.26 -1.89 5.89
C -4.38 -1.81 5.15
C -3.27 -1.69 4.24
C -1.97 -1.86 4.69
C -0.91 -1.70 3.81
C -1.17 -1.38 2.47
C -2.48 -1.24 2.02
C -3.53 -1.39 2.90
C -0.09 -1.15 1.56
C 0.82 -0.96 0.79
H -1.79 -2.11 5.73
H 0.11 -1.82 4.15
H -2.66 -1.02 0.98
H -4.55 -1.26 2.57
C -2.21 6.23 -2.36
O -2.21 4.97 -1.66
C -2.65 5.03 -0.39
O -2.97 6.07 0.14
C -2.60 3.73 0.34
C -3.28 3.64 1.50
As -5.24 3.91 1.49
C -5.65 5.01 -0.07
C -5.26 2.18 0.41
C -4.27 1.47 -0.13
As -2.31 1.91 -0.30
C -2.42 2.18 -2.26
C -4.46 0.14 -0.75
O -3.54 -0.46 -1.29
O -5.68 -0.37 -0.62
C -5.92 -1.64 -1.25
C -6.72 1.85 0.15
O -7.21 2.25 -0.86
O -7.45 1.32 1.12
C -6.81 0.69 2.24
C -2.96 2.62 2.54
O -3.77 1.91 3.09
O -1.69 2.72 2.95
C -1.39 1.98 4.14
H -1.82 6.01 -3.35
H -1.59 6.95 -1.84
H -3.23 6.61 -2.43
H -5.47 6.05 0.17
H -6.72 4.85 -0.24
H -5.11 4.72 -0.97
H -3.33 2.71 -2.51
H -2.44 1.19 -2.71
H -1.57 2.76 -2.62
H -6.97 -1.86 -1.05
H -5.28 -2.41 -0.83
H -5.75 -1.57 -2.32
H -7.56 0.65 3.03
H -5.95 1.25 2.59
H -6.53 -0.33 1.97
H -0.36 2.22 4.40
H -1.50 0.91 3.96
H -2.06 2.28 4.94
*
```

Values from the calculation:
**Orbital gap**: 6.2354 eV
**Energy above the lowest of the compared OMol25 structures with the same formula, charge and spin**: 100.5 kJ/mol

***

Record 2
Here is the molecule C4H10N2O from the OMol25 dataset. Energies are from ωB97M-V/def2-TZVPD.

```
! RIJCOSX wB97M-V def2-TZVPD def2/J DEFGRID3
* xyz 0 1
H 0.13 -0.96 2.08
N 0.06 0.06 2.05
C -0.36 0.52 0.96
C -0.47 1.99 0.76
C -0.87 -0.41 -0.24
O -1.08 0.29 -1.44
N 0.02 -1.52 -0.30
C 1.37 -1.23 -0.76
H 0.30 2.33 0.06
H -1.44 2.24 0.33
H -0.34 2.50 1.71
H -1.86 -0.77 0.06
H -0.25 0.69 -1.73
H -0.42 -2.26 -0.93
H 1.94 -2.15 -0.74
H 1.42 -0.82 -1.78
H 1.83 -0.52 -0.08
*
```

Values from the calculation:
**Orbital gap**: 10.0489 eV
**Energy above the lowest of the compared OMol25 structures with the same formula, charge and spin**: 174.4 kJ/mol
**SMILES**: [H]/N=C(/C)[C@@H](O)NC

***

Record 3
Here is a cluster of 2 separate species, C2H5NO2P in total from the OMol25 dataset. Energies are from ωB97M-V/def2-TZVPD.

```
! RIJCOSX wB97M-V def2-TZVPD def2/J DEFGRID3
* xyz -1 1
C -3.85 -0.93 0.13
C 0.90 1.50 0.15
N 0.15 0.34 0.54
O -4.11 -1.81 0.92
O -3.41 -0.87 -1.15
P -3.62 0.76 -0.23
H 0.25 2.42 0.49
H 1.84 1.61 0.64
H 1.09 1.54 -0.88
H 0.26 0.29 1.60
H -0.85 0.49 0.21
*
```

Values from the calculation:
**Orbital gap**: 6.1381 eV
**Energy above the lowest of the compared OMol25 structures with the same formula, charge and spin**: 320.5 kJ/mol

***

Record 4
Here is the molecule C4H12N3 from the OMol25 dataset. Energies are from ωB97M-V/def2-TZVPD.

```
! RIJCOSX wB97M-V def2-TZVPD def2/J DEFGRID3
* xyz 0 2
C -1.14 1.35 -0.85
C -0.99 -0.10 -1.46
C -0.89 -1.11 -0.30
N 1.62 -1.04 2.46
C 1.17 -1.38 1.17
N 0.14 -0.66 0.64
N 0.23 1.89 -0.64
H -1.56 1.99 -1.66
H -1.80 1.50 -0.01
H 0.02 -0.14 -1.87
H -1.72 -0.35 -2.24
H -0.64 -2.10 -0.70
H -1.82 -1.16 0.27
H 2.06 -1.73 3.04
H 1.91 -0.08 2.55
H 1.92 -2.03 0.72
H 0.56 0.31 0.31
H 0.87 2.15 -1.38
H 0.06 2.68 -0.03
*
```

Values from the calculation:
**Orbital gap (alpha / beta)**: 6.7766 / 9.3496 eV
**⟨S²⟩**: 0.753
**Energy above the lowest of the compared OMol25 structures with the same formula, charge and spin**: 118.0 kJ/mol

***

Record 5
Here is a cluster of 4 separate species, C45H31B3O11 in total from the OMol25 dataset. Energies are from ωB97M-V/def2-TZVPD.

```
! RIJCOSX wB97M-V def2-TZVPD def2/J DEFGRID3
* xyz 0 1
O -0.31 -2.12 -6.31
C 0.46 -2.92 -6.83
C 0.10 -3.59 -8.09
C -1.13 -3.30 -8.70
C -1.46 -3.91 -9.92
C -0.57 -4.80 -10.52
C 0.64 -5.10 -9.90
C 0.98 -4.50 -8.68
C 2.25 -4.84 -8.03
O 3.00 -5.68 -8.52
C 2.63 -4.15 -6.78
C 3.85 -4.44 -6.17
C 4.23 -3.77 -5.00
C 3.38 -2.81 -4.45
C 2.15 -2.53 -5.04
C 1.77 -3.21 -6.21
H -1.82 -2.60 -8.24
H -2.41 -3.68 -10.39
H -0.83 -5.26 -11.47
H 1.33 -5.80 -10.38
H 4.52 -5.19 -6.60
H 5.19 -4.00 -4.53
H 3.68 -2.28 -3.54
H 1.50 -1.78 -4.60
O -1.52 2.85 5.40
C -1.71 3.16 4.23
C -2.00 4.56 3.85
C -2.02 5.55 4.84
C -2.25 6.88 4.50
C -2.45 7.22 3.16
C -2.45 6.24 2.17
C -2.23 4.90 2.52
C -2.24 3.86 1.47
O -2.50 4.15 0.31
C -1.94 2.46 1.84
C -1.92 1.47 0.85
C -1.60 0.16 1.19
C -1.30 -0.18 2.51
C -1.34 0.81 3.50
C -1.66 2.13 3.17
H -1.86 5.28 5.89
H -2.26 7.65 5.27
H -2.62 8.26 2.89
H -2.62 6.51 1.13
H -2.14 1.73 -0.18
H -1.58 -0.61 0.41
H -1.04 -1.20 2.77
H -1.11 0.54 4.53
O 4.76 -0.99 6.45
C 3.73 -1.30 7.04
C 2.63 -0.32 7.20
C 2.76 0.96 6.64
C 1.71 1.88 6.75
C 0.54 1.52 7.41
C 0.42 0.25 7.98
C 1.47 -0.67 7.88
C 1.34 -2.00 8.50
O 0.34 -2.29 9.14
C 2.43 -2.99 8.33
C 2.30 -4.27 8.88
C 3.30 -5.21 8.70
C 4.44 -4.89 7.96
C 4.58 -3.61 7.42
C 3.57 -2.65 7.61
H 3.67 1.25 6.12
H 1.81 2.87 6.32
H -0.28 2.23 7.48
H -0.50 -0.02 8.50
H 1.41 -4.53 9.46
H 3.20 -6.21 9.13
H 5.22 -5.63 7.81
H 5.47 -3.36 6.85
O -2.26 0.63 -1.82
C -3.21 0.73 -2.78
O -4.61 1.09 -2.38
C -2.73 0.41 -4.32
C -2.07 1.68 -5.12
B -2.48 3.17 -4.54
O -2.07 3.71 -3.23
B -1.99 5.18 -3.22
O -2.58 6.10 -4.22
B -2.59 5.31 -5.49
O -3.32 4.02 -5.45
H -4.87 1.78 -3.08
H -3.62 -0.12 -4.87
H -1.87 -0.41 -4.23
H -0.91 1.57 -5.15
H -2.46 1.61 -6.25
H -1.44 5.68 -2.28
H -1.99 5.73 -6.41
*
```

Values from the calculation:
**Orbital gap**: 8.0686 eV
**SMILES**: O=C1c2ccccc2C(=O)c2ccccc21.O=C1c2ccccc2C(=O)c2ccccc21.O=C1c2ccccc2C(=O)c2ccccc21.O=C(O)CCB1OBOBO1

***

Record 6
Here is a cluster of 2 separate species, C6H12N2O in total from the OMol25 dataset. Energies are from ωB97M-V/def2-TZVPD.

```
! RIJCOSX wB97M-V def2-TZVPD def2/J DEFGRID3
* xyz 0 1
C 1.70 -2.08 1.05
C 1.82 -1.27 -0.22
C 2.64 -1.53 -1.33
N 2.11 -0.75 -2.34
C 1.15 0.09 -1.78
N 0.91 -0.32 -0.55
H 1.11 -2.98 0.83
H 1.14 -1.58 1.83
H 2.69 -2.30 1.38
H 3.63 -1.96 -1.35
H 2.83 -0.57 -3.03
H 0.43 0.72 -2.29
C -1.66 2.04 1.09
C -3.16 1.77 0.90
O -3.18 0.71 -0.06
H -1.50 3.10 1.34
H -0.98 1.77 0.31
H -1.40 1.36 1.93
H -3.71 1.40 1.76
H -3.70 2.55 0.41
H -2.86 -0.18 0.13
*
```

Values from the calculation:
**Orbital gap**: 9.4308 eV
**Energy above the lowest of the compared OMol25 structures with the same formula, charge and spin**: 170.8 kJ/mol
**SMILES**: Cc1c[nH]cn1.CCO

***

Record 7
Here is a structure of composition C31H29F6GaO5P2Se from the OMol25 dataset. Energies are from ωB97M-V/def2-TZVPD.

```
! RIJCOSX wB97M-V def2-TZVPD def2/J DEFGRID3
* xyz 0 1
Ga -0.49 -0.86 -0.77
C -1.11 1.59 2.21
C -1.56 0.15 2.52
P -0.75 -1.25 1.68
C -1.61 -2.67 2.44
C -0.96 -3.59 3.25
C -1.67 -4.63 3.85
C -3.04 -4.75 3.64
C -3.69 -3.82 2.84
C -2.99 -2.79 2.24
C 0.94 -1.35 2.32
C 1.43 -0.52 3.32
C 2.73 -0.69 3.80
C 3.53 -1.70 3.27
C 3.05 -2.52 2.26
C 1.77 -2.34 1.77
C -1.64 2.22 0.92
P -1.34 1.38 -0.68
C 0.59 1.90 -0.78
C 2.41 0.41 -1.66
C 3.63 1.24 -1.95
C 3.70 2.51 -1.52
C 2.69 3.31 -0.78
C 1.40 3.11 -0.46
C -1.91 2.49 -2.00
C -2.15 2.01 -3.29
C -2.61 2.86 -4.28
C -2.85 4.20 -4.00
C -2.63 4.68 -2.72
C -2.16 3.83 -1.72
H -0.02 1.65 2.23
H -1.47 2.21 3.02
H -2.62 0.03 2.30
H -1.44 -0.06 3.58
H 0.11 -3.52 3.44
H -1.15 -5.34 4.48
H -3.59 -5.56 4.10
H -4.76 -3.91 2.66
H -3.52 -2.10 1.60
H 0.80 0.25 3.75
H 3.10 -0.04 4.58
H 4.54 -1.83 3.65
H 3.69 -3.28 1.83
H 1.41 -2.95 0.95
H -1.21 3.22 0.83
H -2.72 2.33 0.98
H 2.41 0.36 -0.58
H 4.49 0.79 -2.44
H 4.63 3.04 -1.72
H 3.10 4.25 -0.42
H 0.92 3.87 0.14
H -2.00 0.97 -3.53
H -2.80 2.47 -5.27
H -3.22 4.86 -4.78
H -2.82 5.73 -2.49
H -2.00 4.23 -0.73
C 2.16 -1.40 -3.52
C 2.22 -1.09 -2.01
O 1.09 -1.59 -1.33
C 3.42 -1.87 -1.43
F 3.71 -1.49 -0.17
F 4.53 -1.67 -2.17
F 3.18 -3.19 -1.41
C 1.18 1.23 -2.04
F 1.40 2.17 -2.98
F 0.24 0.42 -2.69
F 0.90 1.01 0.37
H 2.50 -2.42 -3.72
H 2.77 -0.71 -4.09
H 1.13 -1.33 -3.85
O -4.49 -1.70 -0.47
Se -3.49 -0.86 -1.41
O -3.05 0.55 -0.53
O -1.99 -1.69 -1.53
O -3.99 -0.47 -2.89
*
```

Values from the calculation:
**Orbital gap**: 8.7965 eV
**Energy above the lowest of the compared OMol25 structures with the same formula, charge and spin**: 338.2 kJ/mol

***

Record 8
Here is the ion C6H15N with charge +1 from the OMol25 dataset. Energies are from ωB97M-V/def2-TZVPD.

```
! RIJCOSX wB97M-V def2-TZVPD def2/J DEFGRID3
* xyz 1 2
C 1.61 -1.42 0.64
C 0.54 -1.20 -0.44
C -0.20 0.30 -0.35
C 0.83 1.38 -0.15
C -1.26 0.18 0.77
C -2.29 1.28 0.63
N 1.03 -1.32 -1.73
H 2.56 -0.97 0.37
H 1.34 -0.90 1.56
H 1.69 -2.49 0.79
H -0.27 -1.90 -0.30
H -0.81 0.30 -1.26
H 0.44 2.35 -0.47
H 1.09 1.37 0.90
H 1.76 1.16 -0.68
H -1.75 -0.79 0.71
H -0.75 0.22 1.74
H -2.96 1.26 1.49
H -2.89 1.16 -0.27
H -1.84 2.28 0.61
H 1.76 -0.71 -2.08
H 0.37 -1.54 -2.48
*
```

Values from the calculation:
**Orbital gap (alpha / beta)**: 12.0560 / 7.9468 eV
**⟨S²⟩**: 0.755
**Energy above the lowest of the compared OMol25 structures with the same formula, charge and spin**: 37.8 kJ/mol

***

Record 9
Here is the ion C6H8N with charge +1 from the OMol25 dataset. Energies are from ωB97M-V/def2-TZVPD.

```
! RIJCOSX wB97M-V def2-TZVPD def2/J DEFGRID3
* xyz 1 1
C 3.21 -1.29 0.29
C 2.57 -0.21 -0.11
C -0.81 0.92 0.30
C 0.53 1.49 0.04
C -2.70 -0.62 -0.47
C -1.92 0.31 0.41
N 2.02 0.80 -0.36
H 3.08 -2.11 -0.36
H 0.62 2.03 -0.89
H 0.69 1.92 1.05
H -2.98 -1.43 0.04
H -1.88 -0.91 -1.12
H -3.57 -0.27 -1.08
H -2.64 0.45 1.20
H 3.80 -1.08 1.07
*
```

Values from the calculation:
**Orbital gap (alpha / beta)**: 5.9092 / 6.0296 eV
**Energy above the lowest of the compared OMol25 structures with the same formula, charge and spin**: 780.1 kJ/mol

***

Record 10
Here is a cluster of 2 separate species, C3H8OSi in total from the OMol25 dataset. Energies are from ωB97M-V/def2-TZVPD.

```
! RIJCOSX wB97M-V def2-TZVPD def2/J DEFGRID3
* xyz 0 1
C -2.33 -0.31 0.09
C -1.02 -0.46 -0.16
C 1.40 1.45 0.32
O 1.59 -1.53 -0.47
Si 0.72 -0.37 0.50
H -3.07 -0.35 -0.57
H -2.61 -0.27 1.20
H -0.91 -0.69 -2.18
H 0.59 1.84 -0.32
H 1.54 1.98 1.20
H 2.35 1.35 -0.12
H 1.14 -1.66 -1.29
H 0.62 -0.97 1.81
*
```

Values from the calculation:
**Orbital gap (alpha / beta)**: 9.0641 / 9.0645 eV
**Energy above the lowest of the compared OMol25 structures with the same formula, charge and spin**: 355.1 kJ/mol

***

Record 11
Here is a cluster of 2 separate species, C2H8NS2 in total from the OMol25 dataset. Energies are from ωB97M-V/def2-TZVPD.

```
! RIJCOSX wB97M-V def2-TZVPD def2/J DEFGRID3
* xyz 1 1
S 0.24 1.49 -1.13
S -1.87 0.38 -1.77
H -0.63 2.43 -1.53
H -1.18 0.22 -2.91
C 0.97 -0.89 0.83
C 0.13 -1.50 -0.01
N 0.33 0.29 1.54
H 2.04 -0.73 0.70
H 0.34 -1.90 -1.00
H -0.87 -1.66 0.37
H 0.14 1.01 0.69
H -0.59 0.22 1.96
H 0.94 0.63 2.28
*
```

Values from the calculation:
**Orbital gap**: 8.1455 eV
**Energy above the lowest of the compared OMol25 structures with the same formula, charge and spin**: 273.8 kJ/mol